{"formula": "C6H11N3O3", "method": "ωB97M-V/def2-TZVPD", "orbital_gap_ha": 0.357, "smiles": "C=NNC(N)=O.C=CCOC=O", "de_lowest_kj_mol": 303.9, "homo_ev": -9.06, "symbols": ["C", "C", "C", "C", "C", "C", "H", "H", "H", "H", "H", "H", "H", "H", "H", "H", "H", "N", "N", "N", "O", "O", "O"], "positions_angstrom": [[-1.409, 0.795, -0.337], [-3.815, -0.650, 0.768], [1.075, -1.715, -0.244], [1.148, -0.452, 0.159], [2.059, 0.559, -0.474], [4.161, 0.214, 0.515], [-3.283, 1.601, -0.226], [-1.977, 2.690, -0.104], [-1.230, -1.114, -0.961], [-3.612, 0.261, 1.355], [-4.708, -1.197, 0.975], [0.407, -2.429, 0.222], [1.700, -2.085, -1.056], [0.550, -0.104, 1.012], [2.535, 0.138, -1.367], [1.558, 1.476, -0.730], [4.851, 0.626, 1.282], [-2.318, 1.747, 0.057], [-1.854, -0.516, -0.434], [-3.039, -1.133, -0.115], [-0.254, 1.055, -0.605], [3.073, 0.989, 0.460], [4.381, -0.758, -0.153]], "atomic_forces_ev_per_a": [[-0.8, -0.2, -0.2], [0.6, 0.7, 0.2], [0.3, -0.1, -0.1], [0.6, -0.5, 0.7], [0.8, -0.2, -0.2], [0.3, 0.2, 0.3], [0.3, 0.0, 0.2], [-0.1, -0.3, 0.0], [-0.1, 0.2, 0.2], [-0.1, -0.5, -0.3], [-0.4, -0.3, 0.0], [0.0, 0.0, 0.1], [-0.1, 0.1, 0.1], [0.6, -0.3, -0.2], [0.0, 0.0, 0.2], [0.2, 0.0, 0.0], [-0.2, -0.2, -0.3], [-0.2, 0.3, -0.1], [0.0, 0.0, -0.1], [0.1, 0.2, 0.0], [-2.1, 1.2, -0.8], [0.5, -0.4, 0.1], [0.0, 0.1, 0.1]], "nbo_charge": [0.788, -0.152, -0.462, -0.147, -0.131, 0.652, 0.393, 0.408, 0.423, 0.173, 0.190, 0.196, 0.203, 0.199, 0.197, 0.232, 0.113, -0.844, -0.486, -0.207, -0.646, -0.504, -0.588]}

---

{"formula": "C18H21N7OSZn", "method": "ωB97M-V/def2-TZVPD", "orbital_gap_ha": 0.318, "total_charge": 2, "de_lowest_kj_mol": 20.9, "homo_ev": -14.03, "symbols": ["Zn", "N", "N", "C", "N", "S", "H", "H", "H", "H", "H", "O", "C", "C", "C", "C", "C", "C", "N", "H", "H", "H", "H", "H", "H", "H", "C", "C", "N", "C", "C", "C", "C", "C", "C", "C", "C", "N", "C", "N", "H", "H", "H", "H", "H", "H", "H", "H", "H"], "positions_angstrom": [[0.295, 0.027, 0.522], [-1.583, -1.163, -2.180], [-0.709, -0.462, -3.050], [0.561, -0.234, -2.767], [1.296, 0.419, -3.664], [1.358, -0.847, -1.359], [-1.174, -2.081, -2.008], [-2.439, -1.313, -2.706], [-1.084, -0.183, -3.945], [0.952, 0.673, -4.578], [2.270, 0.576, -3.468], [-1.766, -0.030, 0.333], [-2.361, -0.962, 1.266], [-1.524, -0.969, 2.514], [-2.054, -1.280, 3.750], [-1.210, -1.299, 4.850], [0.133, -0.988, 4.685], [0.591, -0.677, 3.423], [-0.225, -0.682, 2.355], [-2.216, -0.116, -0.521], [-2.367, -1.960, 0.820], [-3.384, -0.666, 1.487], [-3.108, -1.501, 3.849], [-1.599, -1.544, 5.829], [0.817, -0.981, 5.521], [1.631, -0.429, 3.236], [1.673, 3.559, 2.497], [0.856, 2.690, 1.810], [1.357, 1.657, 1.108], [2.680, 1.458, 1.093], [3.568, 2.238, 1.817], [3.041, 3.327, 2.502], [5.019, 1.975, 1.828], [5.683, 0.821, 1.890], [5.237, -0.582, 2.043], [6.215, -1.559, 2.151], [5.809, -2.874, 2.295], [4.522, -3.215, 2.339], [3.664, -2.209, 2.247], [3.937, -0.915, 2.099], [1.243, 4.395, 3.029], [-0.220, 2.810, 1.806], [3.048, 0.648, 0.481], [3.703, 3.994, 3.042], [5.630, 2.872, 1.806], [6.763, 0.913, 1.880], [7.265, -1.303, 2.124], [6.530, -3.680, 2.375], [2.613, -2.479, 2.295]], "atomic_forces_ev_per_a": [[0.0, 0.2, -0.1], [0.0, 0.0, -0.3], [-0.2, 0.0, 0.0], [0.3, 0.2, 0.1], [-0.1, -0.1, 0.1], [-0.1, -0.2, 0.1], [0.0, 0.0, 0.0], [0.0, -0.1, -0.1], [0.0, 0.0, 0.0], [0.0, 0.0, 0.0], [0.0, 0.0, 0.0], [-0.4, 0.2, 0.7], [0.2, 0.2, -0.1], [0.1, 0.0, 0.0], [0.0, 0.0, 0.0], [0.0, 0.0, 0.0], [0.0, 0.0, 0.0], [0.0, 0.0, -0.1], [0.0, -0.1, 0.0], [0.4, -0.2, -0.2], [0.0, -0.1, 0.0], [0.0, 0.0, 0.0], [0.0, 0.0, 0.0], [0.0, 0.0, 0.0], [0.0, 0.0, 0.0], [0.0, 0.0, 0.0], [0.0, 0.0, 0.0], [-0.1, -0.1, 0.0], [0.0, 0.0, -0.1], [0.0, 0.0, -0.1], [0.1, 0.0, 0.0], [0.0, 0.1, 0.0], [-0.1, 0.2, 0.0], [0.1, -0.2, 0.0], [0.0, 0.2, 0.0], [0.1, 0.0, 0.0], [-0.1, -0.1, 0.0], [0.0, 0.1, 0.0], [0.1, 0.0, 0.0], [0.0, -0.1, 0.0], [0.0, 0.0, 0.0], [0.0, 0.0, 0.0], [-0.1, 0.0, 0.0], [0.0, 0.0, 0.0], [0.0, 0.0, 0.0], [0.0, 0.0, 0.0], [0.0, 0.0, 0.0], [0.0, 0.0, 0.0], [0.0, 0.0, 0.0]], "nbo_charge": [1.600, -0.661, -0.402, 0.354, -0.738, -0.403, 0.394, 0.394, 0.416, 0.420, 0.441, -0.811, -0.104, 0.192, -0.222, -0.096, -0.233, 0.064, -0.646, 0.534, 0.208, 0.224, 0.249, 0.253, 0.256, 0.236, -0.234, 0.051, -0.665, 0.089, -0.097, -0.097, -0.167, -0.211, 0.270, -0.287, 0.098, -0.418, 0.250, -0.535, 0.254, 0.215, 0.229, 0.245, 0.234, 0.230, 0.241, 0.222, 0.166]}